Entry 1:
Below is a structure of composition C33H23CuI2N5O4S at a distorted geometry, with properties calculated with ωB97M-V/def2-TZVPD.

Geometry as ORCA input:
```
! RIJCOSX wB97M-V def2-TZVPD def2/J DEFGRID3
* xyz 0 2
Cu 0.11586 0.28783 -1.16875
C 0.20009 1.82019 -3.79952
C 1.43050 2.07579 -3.01429
C 2.38982 3.00416 -3.40860
C 3.34652 3.47070 -2.52818
C 3.39819 2.89335 -1.24624
C 2.60079 1.78750 -1.01455
N 1.56527 1.46819 -1.82203
C 2.63341 1.07042 0.27356
C 3.28531 1.54635 1.40605
C 3.20943 0.85352 2.53628
C 2.48464 -0.32405 2.57100
C 1.90351 -0.75315 1.43013
N 1.88443 -0.04636 0.29927
C 1.24911 -2.09253 1.37455
C 0.47128 -2.62394 2.40545
C 0.05263 -3.95087 2.31806
C 0.48745 -4.71353 1.19710
C 1.29072 -4.09585 0.26926
C 1.79195 -4.89526 -0.94114
N 1.64792 -2.82284 0.38582
H 0.15560 2.52615 -4.65791
H 0.15358 0.81633 -4.23673
H -0.68480 1.83400 -3.18701
H 2.30865 3.43923 -4.37631
H 3.89318 4.32473 -2.85507
H 4.21804 3.17938 -0.63805
H 3.78057 2.50650 1.32523
H 3.58663 1.26825 3.48990
H 2.31846 -0.94581 3.49325
H 0.09329 -2.01024 3.22054
H -0.62850 -4.38140 2.97185
H 0.07033 -5.74443 1.20481
H 2.83876 -4.79122 -1.14126
H 1.35141 -5.90676 -0.94983
H 1.30092 -4.44916 -1.75986
I 0.26070 -3.41924 -4.91353
C -0.58243 -3.29403 -2.99626
C -1.36718 -4.40988 -2.60528
C -2.17467 -4.32855 -1.55018
I -3.26894 -5.94439 -0.75928
C -2.25289 -3.10510 -0.78603
C -3.01246 -2.90429 0.41257
C -3.03397 -1.66445 0.95992
C -2.20518 -0.62305 0.50331
N -1.44791 -0.81451 -0.56523
C -1.53454 -1.98937 -1.19029
C -0.63933 -2.10341 -2.36230
O 0.13271 -1.06843 -2.60257
H -1.20436 -5.39671 -3.02165
H -3.49456 -3.72172 0.85638
H -3.69112 -1.53191 1.82377
H -2.07555 0.31255 1.06275
O 0.30539 2.78002 3.89619
S -0.75915 2.26006 3.08685
O -1.62987 1.25794 3.61704
N -0.23754 1.74431 1.64844
C -0.83212 2.35151 0.59985
O -0.73633 2.04871 -0.61672
C -1.66975 3.49124 1.04577
C -2.36214 4.35046 0.26373
C -3.11372 5.38984 0.84898
C -3.15017 5.45466 2.24326
C -2.48380 4.53452 3.03337
C -1.73615 3.57651 2.43055
H -2.34738 4.17938 -0.80943
H -3.59944 6.08044 0.20923
H -3.69198 6.28244 2.66330
H -2.55913 4.59931 4.14669
*
```

Properties
- maximum force (eV/Å) = 3.5
- LUMO level (spin up / spin down) (eV) = -0.44 / -0.43
- ΔE to the lowest compared entry with this formula, charge and spin (kJ/mol) = 4.2

Löwdin population analysis, charges in e, atoms 1 to 4:
1. Cu 0.646
2. C -0.013
3. C -0.262
4. C -0.012

Entry 2:
Below is a structure of composition C33H24AgClF3N2O3Sb, with properties calculated with ωB97M-V/def2-TZVPD.

Geometry as ORCA input:
```
! RIJCOSX wB97M-V def2-TZVPD def2/J DEFGRID3
* xyz 0 1
Ag -0.96647 -0.87036 -0.94684
F 6.88320 -3.67237 0.09765
C 5.77088 -2.98509 -0.21109
C 4.55269 -3.63408 -0.16506
C 3.41100 -2.91564 -0.48603
C 3.49325 -1.57343 -0.84729
C 4.73854 -0.95022 -0.87846
C 5.88976 -1.65257 -0.56106
Sb 1.73806 -0.51306 -1.32174
C 1.96914 1.17918 -0.05387
C 1.10280 2.25439 -0.23936
C 1.14513 3.36061 0.59328
C 2.05616 3.35970 1.63264
F 2.09300 4.42266 2.45966
C 2.90957 2.30202 1.86780
C 2.85694 1.20862 1.01326
C 2.38543 0.38662 -3.14589
C 3.45664 -0.11202 -3.87867
C 3.80541 0.43413 -5.10657
C 3.05935 1.48915 -5.59066
F 3.38728 2.03027 -6.77828
C 1.97888 2.00420 -4.89910
C 1.64482 1.43768 -3.67988
H 4.50964 -4.67609 0.11994
H 2.44832 -3.41071 -0.44479
H 4.81703 0.09563 -1.15317
H 6.86620 -1.18847 -0.57900
H 0.36261 2.24105 -1.03156
H 0.47480 4.19968 0.46028
H 3.59386 2.33803 2.70442
H 3.52457 0.37535 1.19481
H 4.04391 -0.93762 -3.49583
H 4.63826 0.05488 -5.68256
H 1.41506 2.82656 -5.31775
H 0.78571 1.83418 -3.15159
C -4.40598 0.12777 3.59331
C -3.27073 1.08637 3.38841
C -3.52569 2.39028 2.98669
C -2.48864 3.29072 2.80510
Cl -2.84964 4.91952 2.30701
C -1.17502 2.92240 3.01954
C -0.91062 1.61486 3.39473
C -1.94125 0.70432 3.57606
O -1.57626 -0.54725 4.01856
C -1.80141 -1.66543 3.15877
C -1.42121 -1.36720 1.70507
O -2.25327 -0.69098 1.03931
O -0.34129 -1.80620 1.25297
H -5.31412 0.66481 3.86485
H -4.18003 -0.58443 4.38681
H -4.59484 -0.43107 2.67338
H -4.54632 2.71306 2.82617
H -0.37879 3.64383 2.90068
H 0.10547 1.27775 3.55569
H -2.84813 -1.97941 3.18206
H -1.17157 -2.45748 3.55522
N -7.17117 0.14456 -2.39030
C -6.32108 -0.55184 -2.05675
C -5.26269 -1.41863 -1.64168
C -5.51532 -2.52529 -0.83636
C -4.44856 -3.32551 -0.47293
C -3.18020 -2.98791 -0.91336
N -2.93010 -1.92579 -1.68529
C -3.95480 -1.15805 -2.03956
H -6.52279 -2.74203 -0.50914
H -4.58967 -4.19608 0.15094
H -2.31996 -3.58269 -0.63149
H -3.73577 -0.29980 -2.66210
*
```

Properties
- maximum force (eV/Å) = 0.7
- LUMO level (eV) = -0.46
- ΔE to the lowest compared entry with this formula, charge and spin (kJ/mol) = 0.0

Löwdin population analysis, charges in e, atoms 1 to 4:
1. Ag 0.576
2. F 0.069
3. C -0.277
4. C -0.002